This record from OMol25 describes CoF10N5O20S10 as an isolated structure. The level of theory is wB97M-V/def2-TZVPD.

Positions of all 46 atoms, in Å:
Co (0.96058, -0.30477, -0.45740)
N (2.09268, 0.99864, 0.53700)
S (2.51130, 2.47347, 0.29352)
O (3.89153, 2.85504, 0.11731)
O (1.65848, 3.51374, 0.81080)
F (2.03132, 2.50016, -1.25076)
S (2.90347, 1.00043, 2.06874)
O (2.32409, 1.79179, 3.12088)
O (4.32952, 0.80607, 2.05732)
F (2.35463, -0.45433, 2.47493)
N (-3.15889, 2.46936, 1.49918)
S (-1.64681, 2.85575, 0.80223)
O (-1.37776, 4.25999, 0.53028)
O (-0.93869, 1.83071, 0.05225)
F (-0.93599, 2.60750, 2.21620)
S (-3.91140, 2.92237, 0.16872)
O (-3.57630, 2.07198, -0.95068)
O (-4.25970, 4.29655, -0.07756)
F (-5.32884, 2.30452, 0.59951)
N (-0.08449, -0.30129, -2.12761)
S (0.82809, 0.15981, -3.48758)
O (0.70985, 1.50937, -3.95636)
O (1.20423, -0.85472, -4.40922)
F (2.12117, 0.19284, -2.52432)
S (-1.42835, -0.53520, -2.90785)
O (-1.65699, -1.88436, -3.36438)
O (-1.89906, 0.51707, -3.74377)
F (-2.34412, -0.48734, -1.62066)
N (-2.75091, -0.61279, 2.64041)
S (-1.14728, -1.23280, 2.48968)
O (-0.39228, -0.76300, 1.36135)
O (-0.78186, -2.54744, 2.94905)
F (-0.59068, -0.28096, 3.62315)
S (-3.34883, -1.87229, 1.92503)
O (-3.64698, -2.97627, 2.82453)
O (-2.83089, -2.14567, 0.62486)
F (-4.80357, -1.24391, 1.68605)
N (2.06342, -1.95073, -0.47797)
S (1.60613, -3.38752, -1.26042)
O (1.62212, -4.54817, -0.41421)
O (1.90251, -3.40656, -2.65703)
F (0.04882, -3.01563, -1.27867)
S (3.52138, -2.38265, -0.18361)
O (4.33605, -2.92314, -1.25872)
O (3.72143, -2.94396, 1.11824)
F (4.09785, -0.88163, -0.18245)

Output
- total charge = -3
- energy above the lowest of the compared OMol25 structures with the same formula, charge and spin (kcal/mol) = 100.6
- LUMO (alpha / beta) (eV) = 6.07 / 5.60
- 2S+1 = 4
- ⟨S²⟩ = 3.756
- Kohn-Sham gap (alpha / beta) (eV) = 8.53 / 8.05
- strongest force on any atom (hartree/bohr) = 0.1835



This record from OMol25 describes CrH16O8 as an isolated structure. The level of theory is wB97M-V/def2-TZVPD.

Positions of all 25 atoms, in Å:
Cr (28.80366, -7.38362, -15.70016)
O (29.41565, -7.41428, -13.66988)
H (28.86630, -7.10003, -12.92453)
H (30.18802, -7.85180, -13.26137)
O (28.61044, -9.42741, -15.41083)
H (28.75469, -9.80208, -14.52292)
H (28.44269, -10.18978, -16.00110)
O (29.77398, -6.00542, -16.89014)
H (29.95464, -5.06533, -16.68833)
H (30.31870, -6.22312, -17.67000)
O (26.84191, -7.63703, -14.54281)
H (25.94943, -7.25085, -14.61483)
H (26.78380, -8.25944, -13.79759)
O (30.85158, -8.13187, -15.87679)
H (31.37217, -8.30696, -16.67894)
H (31.26890, -8.67535, -15.18525)
O (27.29048, -7.01457, -17.08493)
H (26.46126, -7.52958, -17.02504)
H (27.13704, -6.33296, -17.76935)
O (28.19399, -5.32492, -14.89597)
H (27.63368, -4.63171, -15.29151)
H (28.60069, -4.90351, -14.11653)
O (29.17420, -8.63130, -18.01242)
H (28.59917, -8.55440, -18.79328)
H (29.95523, -9.10656, -18.34151)

Output
- total charge = +3
- energy above the lowest of the compared OMol25 structures with the same formula, charge and spin (kcal/mol) = 7.0
- LUMO (alpha / beta) (eV) = -14.84 / -13.22
- 2S+1 = 4
- ⟨S²⟩ = 3.761
- Kohn-Sham gap (alpha / beta) (eV) = 8.64 / 10.24
- strongest force on any atom (hartree/bohr) = 0.0192



This record from OMol25 describes CrH18O9 as an isolated structure. The level of theory is wB97M-V/def2-TZVPD.

Positions of all 28 atoms, in Å:
Cr (7.50228, -14.69532, -18.90652)
O (7.89587, -17.02062, -18.05267)
H (8.05742, -17.86524, -18.50417)
H (7.64170, -17.27743, -17.15283)
O (8.31274, -14.63426, -16.83563)
H (8.10733, -14.17646, -16.00210)
H (8.97571, -15.30958, -16.60184)
O (6.92622, -12.78722, -18.16427)
H (7.70524, -12.23929, -17.93215)
H (6.23370, -12.54013, -17.52501)
O (9.61119, -12.65262, -18.49608)
H (10.06958, -12.00614, -19.06263)
H (10.07368, -12.59376, -17.64245)
O (7.84045, -13.50354, -20.69285)
H (8.09892, -13.80440, -21.57918)
H (7.63794, -12.55751, -20.79593)
O (7.16157, -16.03112, -20.45949)
H (7.22759, -15.75077, -21.38573)
H (6.86648, -16.95830, -20.49328)
O (5.22630, -13.95790, -20.18990)
H (4.93792, -13.06177, -20.42550)
H (4.42899, -14.50199, -20.29837)
O (5.84438, -15.21571, -17.87815)
H (4.99781, -14.75616, -18.03355)
H (5.69153, -15.79845, -17.11408)
O (9.49461, -15.15607, -19.38249)
H (9.95848, -15.83800, -19.90036)
H (10.10388, -14.39335, -19.33330)

Output
- total charge = +3
- energy above the lowest of the compared OMol25 structures with the same formula, charge and spin (kcal/mol) = 8.2
- LUMO (alpha / beta) (eV) = -14.41 / -12.73
- 2S+1 = 4
- ⟨S²⟩ = 3.765
- Kohn-Sham gap (alpha / beta) (eV) = 8.39 / 10.05
- strongest force on any atom (hartree/bohr) = 0.0213



- The lowest energy above the lowest of the compared OMol25 structures with the same formula, charge and spin belongs to which entry?
  CrH16O8



- strongest force on any atom of number 2 (CrH16O8)?
  0.0192 hartree/bohr



- What is the formula in the first record?
  CoF10N5O20S10